1.
{
  "formula": "C25H25FN6O4",
  "method": "ωB97M-V/def2-TZVPD",
  "elements": ["C", "C", "C", "C", "C", "C", "N", "N", "N", "C", "C", "O", "N", "C", "C", "C", "C", "C", "F", "C", "C", "C", "O", "N", "C", "C", "C", "C", "C", "C", "C", "C", "C", "O", "N", "O", "H", "H", "H", "H", "H", "H", "H", "H", "H", "H", "H", "H", "H", "H", "H", "H", "H", "H", "H", "H", "H", "H", "H", "H", "H"],
  "xyz": [[1.436, -1.718, 8.195], [0.797, -1.380, 6.898], [-0.213, -0.510, 6.586], [-0.402, -0.603, 5.193], [0.511, -1.528, 4.750], [0.756, -2.013, 3.428], [1.672, -2.948, 3.089], [1.581, -3.111, 1.822], [0.640, -2.312, 1.388], [0.261, -2.198, 0.014], [0.493, -0.753, -0.444], [1.627, -0.330, -0.581], [-0.593, -0.002, -0.703], [-1.945, -0.399, -0.537], [-2.803, -0.375, -1.631], [-4.138, -0.698, -1.462], [-4.629, -1.046, -0.215], [-3.756, -1.057, 0.858], [-4.224, -1.385, 2.078], [-2.419, -0.732, 0.727], [-0.355, 1.375, -1.183], [-0.017, 1.312, -2.690], [-0.868, 1.325, -3.557], [1.297, 1.213, -2.921], [1.854, 1.007, -4.242], [2.447, -0.413, -4.376], [3.895, -0.221, -4.830], [4.278, 1.133, -4.241], [3.027, 1.971, -4.492], [-1.524, 2.246, -0.873], [-2.470, 2.851, -1.645], [-3.332, 3.530, -0.749], [-2.847, 3.285, 0.496], [-1.753, 2.512, 0.436], [0.090, -1.597, 2.351], [1.236, -1.997, 5.788], [2.504, -1.508, 8.157], [1.312, -2.779, 8.412], [0.984, -1.135, 8.992], [-0.751, 0.116, 7.268], [-1.109, -0.071, 4.590], [0.933, -2.853, -0.547], [-0.778, -2.506, -0.120], [-2.427, -0.086, -2.599], [-4.803, -0.676, -2.311], [-5.667, -1.298, -0.065], [-1.765, -0.738, 1.586], [0.521, 1.739, -0.629], [1.918, 1.042, -2.140], [1.034, 1.178, -4.943], [2.425, -0.898, -3.398], [1.875, -1.027, -5.068], [3.945, -0.175, -5.919], [4.543, -1.027, -4.490], [4.460, 1.034, -3.170], [5.166, 1.558, -4.705], [2.964, 2.847, -3.848], [3.009, 2.307, -5.529], [-2.537, 2.814, -2.711], [-4.189, 4.118, -1.005], [-3.176, 3.591, 1.470]],
  "atomic_forces_ev_per_a": [[0.1, -0.2, -0.3], [-0.6, 0.7, 0.5], [0.5, -0.4, 0.3], [0.6, -0.6, -0.5], [-1.0, 1.0, 0.4], [0.0, -0.2, -1.1], [0.2, 0.0, 0.9], [0.3, -0.5, -1.0], [0.0, 0.0, 0.8], [-0.1, 0.1, -0.6], [0.0, -0.4, 0.1], [0.3, -0.1, 0.2], [-0.1, 0.3, -0.1], [-0.7, -0.4, 0.1], [0.1, -0.2, 0.0], [0.1, 0.0, 0.1], [0.0, 0.0, 0.2], [0.0, 0.0, -0.3], [0.0, 0.0, 0.0], [-0.2, 0.1, 0.0], [0.1, 0.2, 0.1], [0.2, 0.2, 0.6], [-0.4, 0.0, -0.3], [0.4, 0.1, 0.0], [-0.2, 0.1, -0.2], [0.0, -0.1, -0.1], [0.0, 0.0, 0.1], [0.0, 0.0, -0.2], [0.1, 0.0, 0.0], [-0.1, 0.3, -0.9], [0.5, -0.2, 0.2], [0.1, 0.0, 0.6], [-0.7, 0.4, -0.3], [0.5, -0.3, 0.2], [0.0, 0.2, 0.6], [0.3, -0.3, -0.2], [0.1, 0.0, 0.1], [0.0, -0.1, 0.1], [0.0, 0.0, 0.0], [-0.1, 0.1, 0.2], [-0.1, 0.1, -0.2], [-0.1, 0.2, 0.1], [0.2, -0.1, 0.1], [0.1, 0.0, -0.1], [-0.1, 0.0, -0.1], [-0.1, 0.0, 0.0], [0.0, 0.1, 0.0], [-0.2, -0.1, -0.1], [-0.3, 0.0, 0.1], [0.1, 0.0, 0.1], [0.0, 0.0, 0.0], [-0.1, -0.1, 0.0], [0.1, 0.0, -0.1], [0.0, -0.1, -0.1], [0.1, 0.0, 0.1], [0.1, 0.0, 0.1], [-0.1, 0.1, -0.1], [0.0, 0.0, -0.1], [0.0, -0.1, -0.2], [-0.2, 0.1, 0.0], [0.0, 0.0, 0.2]],
  "smiles": "Cc1ccc(-c2nnn(CC(=O)N(c3cccc(F)c3)[C@@H](C(=O)NC3CCCC3)c3ccco3)n2)o1",
  "e_homo_ev": -8.2393,
  "e_above_lowest_kcal_mol": 4.3,
  "homo_lumo_gap_ev": 8.938
}



2.
{
  "formula": "C25H25N3O",
  "method": "ωB97M-V/def2-TZVPD",
  "elements": ["C", "O", "C", "C", "C", "C", "C", "C", "C", "N", "C", "C", "C", "C", "C", "C", "C", "C", "C", "N", "C", "C", "C", "C", "C", "C", "C", "N", "C", "H", "H", "H", "H", "H", "H", "H", "H", "H", "H", "H", "H", "H", "H", "H", "H", "H", "H", "H", "H", "H", "H", "H", "H", "H"],
  "xyz": [[-5.387, -3.036, -1.325], [-4.368, -1.954, -1.030], [-3.323, -2.465, -0.404], [-3.006, -3.923, -0.244], [-1.885, -4.095, 0.602], [-1.072, -3.110, 1.080], [-1.346, -1.643, 0.508], [-0.416, -0.366, 1.056], [-0.933, 0.903, 0.581], [-1.805, 1.575, 1.486], [-1.829, 2.846, 0.689], [-2.806, 3.750, 1.142], [-2.672, 4.757, 0.306], [-1.907, 4.948, -0.711], [-1.016, 3.912, -1.278], [-1.024, 2.874, -0.316], [-0.337, 1.353, -0.485], [0.779, 1.040, -1.303], [0.900, -0.667, -1.016], [0.973, -0.667, 0.368], [1.964, -0.239, 1.219], [3.394, -0.635, 0.568], [3.642, -2.000, 0.285], [4.879, -2.366, -0.304], [5.797, -1.165, -0.582], [5.336, 0.079, -0.477], [6.237, 1.309, -0.662], [4.199, 0.500, 0.134], [-2.569, -1.372, -0.111], [-5.667, -3.616, -0.561], [-4.800, -3.662, -2.233], [-6.194, -2.587, -1.785], [-3.652, -4.524, -0.412], [-1.537, -4.983, 0.720], [-0.177, -3.124, 1.457], [-0.186, -0.551, 2.021], [-2.338, 1.196, 2.075], [-3.560, 3.852, 2.061], [-3.351, 5.880, 0.522], [-1.884, 5.925, -1.270], [-0.336, 4.151, -2.237], [1.719, 1.446, -1.090], [0.539, 1.016, -2.298], [-0.051, -0.982, -1.515], [1.969, -0.898, -1.492], [1.922, -0.611, 2.171], [1.934, 0.754, 1.161], [3.004, -2.498, 0.578], [5.208, -3.259, -0.640], [6.731, -1.384, -0.775], [5.638, 2.319, -0.318], [7.271, 1.115, 0.033], [6.350, 1.347, -1.503], [-2.768, -0.435, -0.274]],
  "atomic_forces_ev_per_a": [[5.4, 1.5, -5.5], [-4.8, -2.9, -0.9], [0.0, -3.0, -0.9], [7.5, 12.6, 3.5], [-1.4, 4.4, -1.4], [-5.2, 5.9, -5.2], [-0.1, -1.4, 3.8], [0.5, -5.1, -5.9], [0.4, -4.2, 4.5], [8.7, 5.4, -11.2], [-6.3, -2.7, 9.0], [-0.1, -0.8, 1.5], [-6.4, 8.0, 3.3], [5.6, 0.4, -8.0], [-0.9, 2.7, 1.9], [4.9, -2.5, -7.4], [-3.4, 7.8, 1.3], [-0.1, -4.6, 0.2], [3.0, 4.7, -2.0], [-5.4, -4.1, 2.2], [4.8, -1.8, -4.0], [0.3, 3.4, -0.9], [12.6, 9.8, -5.1], [-0.3, 7.4, 0.8], [-6.4, -4.7, 1.2], [-0.2, 4.3, 2.7], [-1.7, -0.1, 18.1], [-2.9, -5.5, 0.9], [6.1, -5.2, 3.2], [-0.6, -2.0, 3.2], [-1.8, 1.1, 2.6], [-1.6, 1.2, -0.8], [-7.5, -7.8, -2.4], [1.7, -6.0, 1.2], [4.8, -1.1, 2.5], [0.1, 0.0, 3.4], [-5.6, -3.4, 5.5], [2.1, -1.0, -2.2], [1.7, -3.5, -0.4], [-0.3, -1.0, 0.8], [-1.7, -1.1, 2.6], [1.2, 1.0, 0.4], [-0.4, 0.8, -2.7], [1.2, -0.8, 0.8], [-2.7, -0.2, 0.7], [-0.4, -1.1, 2.5], [0.6, 4.7, 0.9], [-11.1, -9.8, 4.7], [0.7, -3.0, -0.5], [4.7, -0.8, -1.5], [1.7, -2.8, -0.6], [-2.8, 0.9, -2.2], [3.5, 1.4, -16.6], [-1.8, 4.9, -1.4]],
  "smiles": "COc1cccc([C@@H]2c3[nH]c4ccccc4c3CCN2Cc2cccc(C)n2)c1",
  "e_homo_ev": -7.2815,
  "e_above_lowest_kcal_mol": 460.4,
  "homo_lumo_gap_ev": 7.751
}



3.
{
  "formula": "C25H25N3O4",
  "method": "ωB97M-V/def2-TZVPD",
  "elements": ["C", "C", "O", "C", "C", "C", "C", "C", "N", "C", "O", "C", "C", "C", "C", "O", "C", "C", "O", "N", "C", "C", "C", "C", "C", "C", "C", "C", "N", "C", "C", "C", "H", "H", "H", "H", "H", "H", "H", "H", "H", "H", "H", "H", "H", "H", "H", "H", "H", "H", "H", "H", "H", "H", "H", "H", "H"],
  "xyz": [[-0.562, -1.793, 3.685], [-1.765, -2.259, 2.908], [-2.570, -3.038, 3.366], [-1.931, -1.691, 1.541], [-3.186, -1.771, 0.938], [-3.406, -1.217, -0.308], [-2.377, -0.574, -0.974], [-1.119, -0.510, -0.388], [-0.067, 0.195, -1.032], [0.952, -0.398, -1.701], [1.952, 0.228, -2.046], [0.828, -1.820, -2.025], [1.771, -2.607, -2.642], [1.206, -3.894, -2.740], [-0.034, -3.800, -2.181], [-0.271, -2.558, -1.746], [0.072, 1.618, -0.683], [0.860, 1.665, 0.648], [0.343, 1.735, 1.745], [2.179, 1.559, 0.436], [3.139, 1.347, 1.501], [4.411, 2.176, 1.243], [5.499, 1.179, 0.808], [4.751, -0.115, 0.487], [3.615, -0.113, 1.505], [-1.262, 2.309, -0.661], [-1.640, 3.091, -1.749], [-2.886, 3.696, -1.737], [-3.742, 3.577, -0.737], [-3.378, 2.848, 0.302], [-2.161, 2.189, 0.393], [-0.892, -1.066, 0.861], [0.334, -2.261, 3.281], [-0.667, -2.089, 4.726], [-0.451, -0.713, 3.614], [-3.981, -2.266, 1.476], [-4.384, -1.276, -0.762], [-2.538, -0.127, -1.943], [2.736, -2.285, -2.975], [1.657, -4.767, -3.167], [-0.812, -4.523, -2.036], [0.694, 2.060, -1.471], [2.503, 1.358, -0.505], [2.633, 1.623, 2.430], [4.213, 2.910, 0.462], [4.709, 2.717, 2.139], [6.194, 1.004, 1.631], [6.071, 1.544, -0.043], [4.343, -0.082, -0.525], [5.387, -0.994, 0.572], [2.811, -0.802, 1.245], [3.992, -0.374, 2.494], [-0.978, 3.220, -2.592], [-3.217, 4.306, -2.568], [-4.103, 2.781, 1.103], [-1.913, 1.619, 1.272], [0.094, -0.998, 1.293]],
  "atomic_forces_ev_per_a": [[-0.1, -0.1, 0.2], [0.2, 0.0, 0.2], [0.0, 0.0, 0.0], [-0.3, 0.0, -0.4], [0.1, 0.0, 0.1], [0.0, 0.0, -0.1], [0.2, -0.1, 0.1], [-0.4, -0.3, 0.2], [-0.1, 0.2, -0.1], [-0.1, 0.2, 0.0], [0.1, -0.2, -0.2], [1.1, -0.5, -0.6], [-0.5, 0.6, 0.4], [-0.5, -0.1, 0.2], [0.5, -0.5, -0.3], [-0.2, 0.1, 0.0], [0.2, 0.2, 0.1], [0.0, 0.2, -0.5], [-0.2, 0.0, 0.4], [0.5, 0.0, -0.1], [-0.2, 0.0, 0.4], [0.1, 0.1, 0.1], [0.1, 0.0, -0.1], [0.1, -0.1, 0.1], [0.0, 0.0, -0.1], [-0.1, 0.2, 0.0], [0.0, -0.1, 0.2], [0.2, 0.0, -0.3], [-0.5, 0.3, -0.1], [0.2, -0.2, 0.2], [0.0, 0.2, 0.0], [-0.2, 0.0, 0.0], [0.1, 0.0, -0.1], [0.0, 0.0, 0.0], [0.1, 0.1, 0.0], [-0.1, 0.0, 0.0], [-0.1, 0.0, 0.0], [0.0, 0.1, -0.1], [0.2, 0.1, 0.0], [0.0, -0.2, -0.1], [-0.2, 0.0, 0.1], [-0.2, -0.1, 0.2], [-0.3, 0.1, 0.0], [0.1, 0.0, -0.1], [0.0, 0.1, 0.1], [0.0, 0.1, 0.0], [0.1, 0.0, 0.0], [0.1, 0.0, 0.0], [0.0, 0.0, -0.1], [0.0, -0.1, -0.1], [-0.1, 0.0, 0.1], [0.0, 0.0, 0.1], [0.1, 0.0, -0.1], [0.1, 0.0, -0.1], [0.0, -0.1, 0.1], [0.0, -0.1, 0.0], [0.1, 0.1, 0.1]],
  "smiles": "CC(=O)c1cccc(N(C(=O)c2ccco2)[C@H](C(=O)NC2CCCC2)c2ccncc2)c1",
  "e_homo_ev": -9.1942,
  "e_above_lowest_kcal_mol": 53.8,
  "homo_lumo_gap_ev": 9.362
}